# 1
The following is a quantum chemistry calculation of an isolated molecule of C20H22BrN3OS at a distorted geometry, from the Open Molecules 2025 dataset.

```
! wB97M-V def2-TZVPD RIJCOSX def2/J DEFGRID3
* xyz 0 1
C -0.41 4.37 -4.99
S 0.78 3.80 -3.75
C 0.01 2.30 -3.10
N -1.18 1.88 -3.47
N -1.33 0.65 -2.88
C -2.67 0.07 -3.01
C -3.51 -0.22 -1.88
C -4.78 -0.73 -1.94
C -5.40 -0.93 -3.22
Br -7.09 -1.75 -3.39
C -4.62 -0.65 -4.35
C -3.32 -0.19 -4.29
C -0.27 0.42 -1.96
C 0.03 -0.60 -1.14
C 1.10 -0.53 -0.21
O 1.41 -1.55 0.66
C 1.19 -1.06 2.04
C 2.45 -0.81 2.94
C 2.12 0.17 4.19
C 1.45 -0.60 5.33
N 2.33 -1.70 5.66
C 2.56 -2.70 4.65
C 3.12 -2.08 3.31
C 1.91 0.64 -0.26
C 1.65 1.70 -1.16
C 0.54 1.48 -2.05
H 0.20 4.77 -5.88
H -1.09 3.64 -5.25
H -1.07 5.17 -4.64
H -2.98 -0.04 -0.96
H -5.21 -0.90 -0.96
H -4.98 -0.89 -5.31
H -2.92 -0.13 -5.35
H -0.47 -1.56 -1.04
H 0.76 -0.01 2.00
H 0.56 -1.78 2.55
H 3.22 -0.24 2.35
H 1.53 1.02 3.85
H 3.05 0.53 4.59
H 1.33 0.10 6.06
H 0.44 -0.84 4.92
H 2.06 -2.16 6.59
H 1.76 -3.33 4.39
H 3.42 -3.35 5.00
H 4.25 -1.87 3.38
H 3.14 -2.84 2.52
H 2.74 0.75 0.45
H 2.19 2.59 -1.00
*
```

* SMILES string: CSc1nn(-c2ccc(Br)cc2)c2cc(OCC3CCNCC3)ccc12
* frontier orbital gap: 8.34 eV

Löwdin population analysis, charges in e, atoms 1 to 2: -0.41, 0.87


# 2
The following is a quantum chemistry calculation of a structure of composition C20H22BrN4O4PtS2Sb, from the Open Molecules 2025 dataset.

```
! wB97M-V def2-TZVPD RIJCOSX def2/J DEFGRID3
* xyz 2 1
Pt 0.37 -0.11 1.11
O 1.98 0.16 4.95
S 1.81 -0.14 3.58
O 2.06 -1.74 3.46
O 0.34 -0.06 3.14
O 2.62 0.48 2.57
N 0.42 1.76 -2.59
C 0.60 0.83 -3.66
C 1.18 1.24 -4.84
C 1.37 0.30 -5.85
C 1.01 -1.02 -5.66
C 0.45 -1.43 -4.45
C 0.23 -0.49 -3.46
S -0.63 -0.87 -1.97
N 0.27 0.16 -0.90
C 0.46 1.39 -1.31
C 0.67 2.40 -0.24
C 1.07 3.70 -0.44
C 1.15 4.55 0.66
C 0.84 4.06 1.91
C 0.48 2.73 2.04
N 0.38 1.92 0.99
H 0.52 2.73 -2.82
H 1.50 2.27 -4.98
H 1.81 0.61 -6.79
H 1.16 -1.75 -6.45
H 0.18 -2.47 -4.30
H 1.34 4.07 -1.42
H 1.46 5.58 0.53
H 0.90 4.68 2.79
H 0.27 2.28 3.01
Br -1.84 -2.59 2.05
C 1.92 -2.45 2.31
C 2.54 -3.70 2.37
C 2.46 -4.53 1.28
C 1.77 -4.10 0.15
C 1.18 -2.86 0.18
N 1.23 -2.03 1.24
H 3.07 -3.96 3.27
H 2.94 -5.51 1.31
H 1.68 -4.71 -0.73
H 0.64 -2.50 -0.68
C -3.40 0.18 3.43
Sb -2.82 -0.43 1.51
C -4.42 -1.33 0.48
C -2.64 1.37 0.40
H -4.36 0.69 3.35
H -2.66 0.85 3.87
H -3.49 -0.72 4.04
H -5.29 -0.67 0.51
H -4.63 -2.28 0.97
H -4.13 -1.49 -0.55
H -3.69 1.64 0.33
H -2.25 1.18 -0.60
H -2.08 2.12 0.93
*
```

* frontier orbital gap: 7.04 eV

Löwdin population analysis, charges in e, atoms 1 to 2: 1.10, -0.18


# 3
The following is a quantum chemistry calculation of an isolated molecule of C20H22BrNO6, from the Open Molecules 2025 dataset.

```
! wB97M-V def2-TZVPD RIJCOSX def2/J DEFGRID3
* xyz 0 1
C 7.20 -5.42 -0.63
C 6.06 -4.52 -1.08
C 6.09 -3.19 -0.34
O 5.08 -2.30 -0.83
C 3.85 -2.45 -0.32
O 3.56 -3.27 0.52
C 2.88 -1.50 -0.91
C 3.25 -0.55 -1.85
C 2.31 0.33 -2.36
C 0.98 0.28 -1.93
N 0.08 1.19 -2.46
C -1.05 1.75 -1.91
O -1.79 2.42 -2.59
C -1.24 1.55 -0.44
C -0.20 1.86 0.43
C -0.38 1.81 1.80
O 0.57 2.10 2.72
C 1.86 2.42 2.27
C -1.64 1.43 2.34
O -1.70 1.44 3.69
C -2.94 1.56 4.35
C -2.66 1.07 1.46
O -3.89 0.63 1.92
C -3.98 -0.78 2.06
C -2.46 1.17 0.08
Br -3.90 0.69 -1.05
C 0.60 -0.70 -1.01
C 1.55 -1.57 -0.50
H 7.16 -6.37 -1.16
H 7.12 -5.62 0.44
H 8.16 -4.95 -0.82
H 5.10 -5.01 -0.89
H 6.13 -4.34 -2.16
H 5.94 -3.35 0.73
H 7.03 -2.67 -0.52
H 4.27 -0.50 -2.19
H 2.60 1.07 -3.09
H 0.27 1.52 -3.40
H 0.74 2.18 0.01
H 2.29 1.60 1.68
H 1.87 3.34 1.67
H 2.46 2.57 3.17
H -2.71 1.94 5.34
H -3.61 2.26 3.83
H -3.44 0.59 4.44
H -3.84 -1.29 1.11
H -3.24 -1.16 2.78
H -4.98 -0.98 2.44
H -0.43 -0.79 -0.70
H 1.27 -2.33 0.22
*
```

* SMILES string: CCCOC(=O)c1ccc(NC(=O)c2cc(OC)c(OC)c(OC)c2Br)cc1
* frontier orbital gap: 8.62 eV

Löwdin population analysis, charges in e, atoms 1 to 2: -0.11, -0.23


# 4
The following is a quantum chemistry calculation of a structure of composition C20H22Cl3CrN4O5, from the Open Molecules 2025 dataset.

```
! wB97M-V def2-TZVPD RIJCOSX def2/J DEFGRID3
* xyz -2 2
Cr 0.04 -0.69 0.56
O 2.89 2.80 -2.29
C 3.66 1.70 -2.36
C 4.71 1.70 -3.28
C 5.56 0.61 -3.38
C 5.37 -0.50 -2.57
C 4.33 -0.51 -1.66
C 3.46 0.58 -1.53
C 2.34 0.49 -0.56
O 2.15 -0.59 0.08
N 1.60 1.57 -0.41
N 0.62 1.28 0.50
C 0.22 2.18 1.31
C -0.54 1.85 2.50
C -1.26 2.85 3.15
C -1.88 2.64 4.37
C -1.74 1.38 4.97
C -1.01 0.39 4.37
C -0.39 0.55 3.10
O 0.27 -0.42 2.58
H 2.20 2.61 -1.59
H 4.83 2.57 -3.91
H 6.36 0.62 -4.11
H 6.03 -1.36 -2.65
H 4.13 -1.36 -1.03
H 0.57 3.21 1.16
H -1.32 3.82 2.68
H -2.46 3.42 4.84
H -2.22 1.19 5.92
H -0.90 -0.59 4.83
Cl 0.66 -0.45 -4.30
C -0.02 -1.85 -3.63
Cl -3.01 -1.29 -4.63
Cl 0.11 -3.26 -4.57
C -0.16 -1.98 -2.16
O -0.51 -3.09 -1.71
O 0.10 -0.92 -1.51
C -3.50 -1.93 0.96
C -2.94 -0.66 0.31
C -3.23 -0.67 -1.19
C -3.54 0.58 0.97
N -1.53 -0.64 0.54
H -4.59 -1.96 0.86
H -3.24 -1.96 2.03
H -3.09 -2.81 0.47
H -4.30 -0.67 -1.37
H -2.80 -1.54 -1.68
H -2.80 0.21 -1.68
H -4.62 0.61 0.81
H -3.10 1.48 0.54
H -3.35 0.59 2.05
N 0.41 -2.70 0.82
H -0.07 -3.16 0.02
H 0.09 -3.03 1.72
H 1.41 -2.87 0.73
*
```

* frontier orbital gap (spin up / spin down): 6.02 / 6.26 eV

Löwdin population analysis, charges in e, atoms 1 to 2: 0.72, 0.03


# 5
The following is a quantum chemistry calculation of an isolated molecule of C20H22F2N4O2, from the Open Molecules 2025 dataset.

```
! wB97M-V def2-TZVPD RIJCOSX def2/J DEFGRID3
* xyz 0 1
O -0.16 -0.55 1.68
C 0.94 -1.06 1.61
C 1.14 -2.57 1.71
N 0.95 -3.28 0.46
C -0.38 -3.20 -0.12
C -0.42 -2.28 -1.35
N 0.56 -1.22 -1.15
C 0.37 -0.06 -2.00
C -0.92 0.71 -1.77
O -1.36 1.45 -2.63
N -1.50 0.51 -0.56
C -2.71 1.05 -0.12
C -3.21 2.28 -0.55
C -4.41 2.75 -0.06
C -5.13 2.03 0.88
C -4.65 0.81 1.32
C -3.46 0.33 0.81
F -3.02 -0.88 1.21
C 1.89 -1.79 -1.33
C 1.98 -3.12 -0.53
N 2.10 -0.36 1.41
C 2.25 0.98 1.06
C 1.21 1.90 1.08
C 1.43 3.20 0.67
C 2.68 3.62 0.26
C 3.71 2.70 0.27
F 4.95 3.08 -0.12
C 3.52 1.39 0.66
H 0.39 -2.96 2.42
H 2.14 -2.81 2.09
H -1.07 -2.84 0.64
H -0.68 -4.21 -0.41
H -0.21 -2.84 -2.27
H -1.42 -1.85 -1.45
H 0.41 -0.31 -3.07
H 1.19 0.64 -1.80
H -1.04 -0.12 0.09
H -2.65 2.83 -1.29
H -4.78 3.71 -0.41
H -6.06 2.42 1.26
H -5.19 0.22 2.03
H 2.09 -2.00 -2.40
H 2.62 -1.06 -1.00
H 2.96 -3.20 -0.05
H 1.88 -3.96 -1.22
H 2.95 -0.90 1.39
H 0.23 1.59 1.40
H 0.61 3.90 0.68
H 2.87 4.64 -0.05
H 4.36 0.70 0.64
*
```

* SMILES string: O=C(CN1CCN(CC(=O)Nc2ccccc2F)CC1)Nc1cccc(F)c1
* frontier orbital gap: 8.95 eV

Löwdin population analysis, charges in e, atoms 1 to 2: 0.04, -0.43


# 6
The following is a quantum chemistry calculation of a cluster of 2 separate species, C20H22F3 in total at a distorted geometry, from the Open Molecules 2025 dataset.

```
! wB97M-V def2-TZVPD RIJCOSX def2/J DEFGRID3
* xyz 1 1
C -2.93 -0.20 2.21
C -1.50 -0.15 2.73
C -0.43 -0.08 1.62
C 1.00 -0.04 2.14
C 1.70 -1.35 2.38
C 1.59 1.14 2.41
H -3.61 -0.25 3.07
H -3.18 0.69 1.62
H -3.10 -1.09 1.59
H -1.37 0.72 3.39
H -1.30 -1.04 3.34
H -0.56 -0.96 0.97
H -0.63 0.82 1.01
H 1.05 -2.19 2.11
H 2.62 -1.43 1.79
H 1.99 -1.48 3.44
H 2.61 1.19 2.78
H 1.10 2.08 2.13
F 2.81 -1.66 8.63
C 1.62 -1.01 8.74
F 0.63 -1.95 8.63
F 1.55 -0.52 10.02
C 1.48 0.08 7.72
C 0.23 0.38 7.17
C 0.13 1.38 6.23
C 1.27 2.15 5.80
C 1.04 3.11 4.78
C 1.91 4.06 4.18
C 1.30 5.04 3.33
C 2.05 5.99 2.66
C 3.44 6.05 2.85
C 4.06 5.11 3.68
C 3.32 4.11 4.31
C 2.50 1.86 6.46
C 2.60 0.81 7.36
H -0.65 -0.18 7.48
H -0.85 1.63 5.82
H -0.02 3.24 4.53
H 0.21 5.01 3.22
H 1.55 6.71 2.00
H 4.03 6.81 2.34
H 5.14 5.16 3.84
H 3.85 3.36 4.89
H 3.38 2.47 6.29
H 3.57 0.57 7.80
*
```

* frontier orbital gap: 5.70 eV

Löwdin population analysis, charges in e, atoms 1 to 2: -0.11, -0.27


# 7
The following is a quantum chemistry calculation of a cluster of 2 separate species, C20H22FO8 in total at a distorted geometry, from the Open Molecules 2025 dataset.

```
! wB97M-V def2-TZVPD RIJCOSX def2/J DEFGRID3
* xyz -1 1
C 3.75 -1.41 -2.54
C 3.59 -0.64 -1.26
O 2.69 -1.32 -0.37
C 2.19 -0.45 0.53
C 1.13 -1.01 1.32
F 0.85 -2.31 1.22
C 0.32 -0.17 2.18
O 0.59 0.99 2.45
O -0.77 -0.81 2.64
C -1.54 0.08 3.48
C -2.92 -0.48 3.69
O 2.57 0.71 0.63
H 4.43 -0.86 -3.20
H 4.19 -2.40 -2.37
H 2.80 -1.51 -3.06
H 4.56 -0.50 -0.76
H 3.19 0.35 -1.50
H -1.01 0.20 4.43
H -1.61 1.06 3.00
H -3.50 0.23 4.29
H -3.44 -0.61 2.74
H -2.89 -1.43 4.23
C 3.77 -1.86 7.58
C 3.06 -3.18 7.84
C 2.85 -3.42 9.34
O 1.76 -3.22 7.22
C 1.71 -3.34 5.86
O 0.67 -3.09 5.28
C 2.94 -3.84 5.19
C 2.97 -3.86 3.83
C 4.08 -4.37 3.04
C 5.42 -3.98 3.30
C 6.46 -4.50 2.53
C 6.19 -5.43 1.51
C 4.88 -5.84 1.26
C 3.82 -5.30 2.00
C 3.96 -4.53 6.05
O 4.80 -5.30 5.66
O 3.86 -4.30 7.39
H 3.94 -1.70 6.50
H 3.16 -1.03 7.98
H 4.74 -1.85 8.10
H 2.37 -4.39 9.49
H 3.81 -3.41 9.86
H 2.21 -2.64 9.76
H 2.08 -3.47 3.34
H 5.61 -3.27 4.10
H 7.48 -4.18 2.75
H 7.02 -5.84 0.93
H 4.66 -6.58 0.50
H 2.79 -5.61 1.85
*
```

* frontier orbital gap: 4.39 eV

Löwdin population analysis, charges in e, atoms 1 to 2: -0.09, -0.26


# 8
The following is a quantum chemistry calculation of a structure of composition C20H22IIrN2S, from the Open Molecules 2025 dataset.

```
! wB97M-V def2-TZVPD RIJCOSX def2/J DEFGRID3
* xyz 2 1
Ir -0.97 -0.70 0.39
C 0.91 -2.46 -2.03
C 0.67 -2.11 -0.60
C -0.17 -2.88 0.21
C -0.36 -2.56 1.60
C -1.22 -3.43 2.46
C 0.28 -1.42 2.12
C 1.15 -0.61 1.32
C 1.84 0.58 1.90
C 1.28 -0.95 -0.03
H 1.01 -1.56 -2.65
H 0.13 -3.10 -2.44
H 1.86 -3.00 -2.10
H -0.69 -3.73 -0.20
H -1.57 -2.89 3.34
H -0.62 -4.28 2.79
H -2.07 -3.82 1.90
H 0.14 -1.17 3.16
H 1.91 1.39 1.17
H 2.86 0.30 2.19
H 1.33 0.95 2.79
H 1.87 -0.30 -0.68
I -2.68 -0.59 -3.21
C -1.98 1.94 -1.11
C -2.41 2.89 -1.99
C -2.89 4.11 -1.48
C -2.89 4.34 -0.13
C -2.43 3.37 0.79
C -2.40 3.60 2.18
C -1.95 2.63 3.03
C -1.51 1.38 2.53
C -1.52 1.11 1.18
C -1.97 2.12 0.30
H -2.39 2.72 -3.06
H -3.25 4.86 -2.17
H -3.25 5.29 0.25
H -2.75 4.55 2.56
H -1.92 2.81 4.10
H -1.18 0.64 3.24
N -3.76 -0.61 1.47
C -2.96 -1.16 0.59
N -3.45 -2.17 -0.13
S -1.17 0.44 -1.63
H -4.73 -0.89 1.57
H -3.45 0.20 1.99
H -4.42 -2.45 -0.07
H -2.91 -2.58 -0.87
*
```

* frontier orbital gap: 6.63 eV

Löwdin population analysis, charges in e, atoms 1 to 2: 1.16, -0.01


# 9
The following is a quantum chemistry calculation of an isolated molecule of C20H22N2O4, from the Open Molecules 2025 dataset.

```
! wB97M-V def2-TZVPD RIJCOSX def2/J DEFGRID3
* xyz 0 1
C -4.44 -3.00 1.44
O -3.49 -3.01 0.41
C -2.66 -1.88 0.43
N -1.64 -2.04 -0.56
C -1.76 -2.73 -1.73
C -0.57 -2.59 -2.38
N 0.27 -1.82 -1.64
C -0.38 -1.52 -0.54
C 0.12 -0.59 0.53
O -0.10 -1.20 1.80
C -0.68 0.70 0.39
C -1.37 1.25 1.46
C -2.11 2.41 1.30
C -2.18 3.04 0.06
O -2.94 4.17 0.01
C -3.04 4.85 -1.22
C -1.49 2.48 -1.02
C -0.75 1.33 -0.84
C 1.62 -0.35 0.35
C 2.46 -1.46 0.29
C 3.82 -1.30 0.19
C 4.38 -0.03 0.16
O 5.74 0.02 0.05
C 6.37 1.28 -0.01
C 3.55 1.08 0.23
C 2.18 0.91 0.33
H -5.02 -3.92 1.33
H -5.11 -2.13 1.36
H -3.96 -2.99 2.43
H -3.25 -0.97 0.22
H -2.18 -1.76 1.42
H -2.66 -3.26 -1.97
H -0.26 -2.98 -3.32
H 0.57 -0.86 2.41
H -1.34 0.77 2.43
H -2.65 2.84 2.13
H -3.68 5.71 -1.02
H -3.50 4.23 -1.99
H -2.06 5.20 -1.57
H -1.52 2.94 -1.99
H -0.22 0.90 -1.68
H 2.03 -2.45 0.32
H 4.48 -2.15 0.14
H 6.03 1.85 -0.88
H 7.43 1.08 -0.11
H 6.19 1.87 0.90
H 3.95 2.08 0.22
H 1.55 1.79 0.40
*
```

* SMILES string: COCn1ccnc1C(O)(c1ccc(OC)cc1)c1ccc(OC)cc1
* frontier orbital gap: 8.89 eV

Löwdin population analysis, charges in e, atoms 1 to 2: -0.10, -0.16


# 10
The following is a quantum chemistry calculation of an isolated molecule of C20H22N4O4S at a distorted geometry, from the Open Molecules 2025 dataset.

```
! wB97M-V def2-TZVPD RIJCOSX def2/J DEFGRID3
* xyz 0 1
C -0.79 -2.49 1.61
O -1.56 -1.55 0.90
C -2.89 -1.46 1.14
C -3.57 -2.25 2.06
C -4.94 -2.16 2.19
C -5.67 -1.29 1.39
C -5.01 -0.50 0.48
C -3.61 -0.53 0.36
C -3.00 0.38 -0.56
C -1.77 0.95 -0.55
S -0.51 0.80 0.66
C 0.48 2.02 -0.16
O 1.56 2.41 0.24
N -0.13 2.44 -1.30
C 0.54 3.34 -2.22
C 0.99 2.62 -3.49
C 1.64 1.25 -3.27
O 1.33 0.29 -3.93
N 2.61 1.20 -2.33
C 3.30 -0.04 -2.05
C 2.83 -0.72 -0.76
C 3.44 -0.09 0.50
N 2.86 -0.64 1.69
C 2.07 0.02 2.59
C 1.72 -0.90 3.53
N 2.27 -2.10 3.23
C 2.95 -1.92 2.13
C -1.39 1.92 -1.58
O -2.05 2.26 -2.53
H -1.15 -3.51 1.44
H -0.78 -2.28 2.68
H 0.22 -2.39 1.23
H -3.03 -2.95 2.68
H -5.45 -2.79 2.91
H -6.74 -1.24 1.48
H -5.56 0.19 -0.14
H -3.63 0.73 -1.38
H 1.38 3.78 -1.67
H -0.16 4.13 -2.48
H 1.69 3.25 -4.04
H 0.12 2.44 -4.12
H 2.78 1.99 -1.72
H 3.10 -0.69 -2.90
H 4.38 0.16 -1.99
H 3.10 -1.77 -0.80
H 1.74 -0.66 -0.70
H 4.52 -0.26 0.50
H 3.26 0.99 0.51
H 1.85 1.06 2.48
H 1.11 -0.77 4.41
H 3.51 -2.67 1.63
*
```

* SMILES string: COc1ccccc1/C=C1\SC(=O)N(CCC(=O)NCCCn2ccnc2)C1=O
* frontier orbital gap: 8.07 eV

Löwdin population analysis, charges in e, atoms 1 to 2: -0.07, -0.19


Which energy above the lowest of the compared OMol25 structures with the same formula, charge and spin belongs to each record? In order, 2.362, 0.325, 0.000, 0.000, 0.201, 0.000, 0.000, 0.000, 3.780, 0.547 eV.